No. 1
This record from OMol25 describes a molecular structure, C41H30N2O6OsP2. The level of theory is wB97M-V/def2-TZVPD.

The geometry in XYZ format:
```
82
Properties=species:S:1:pos:R:3:forces:R:3
Os 0.304510 -1.616613 0.390120 0.0 0.0 0.0
O -1.020483 -1.373589 1.886474 0.0 0.0 0.0
P -0.935536 -1.015610 3.392661 0.0 0.0 0.0
C 0.516820 0.058277 3.611323 0.0 0.0 0.0
P 2.074700 -0.684557 3.050618 0.0 0.0 0.0
O 1.763337 -1.440241 1.730789 0.0 0.0 0.0
C 2.632511 -1.868449 4.248011 0.0 0.0 0.0
C 3.089631 -1.409057 5.485586 0.0 0.0 0.0
C 3.501317 -2.320580 6.441345 0.0 0.0 0.0
C 3.466290 -3.681748 6.158650 0.0 0.0 0.0
C 3.016251 -4.136041 4.927072 0.0 0.0 0.0
C 2.593181 -3.231207 3.965093 0.0 0.0 0.0
C 3.294292 0.582098 2.861475 0.0 0.0 0.0
C 4.636102 0.193328 2.951486 0.0 0.0 0.0
C 5.635459 1.130090 2.758157 0.0 0.0 0.0
C 5.301371 2.450626 2.485402 0.0 0.0 0.0
C 3.971165 2.838526 2.390955 0.0 0.0 0.0
C 2.964842 1.906404 2.569547 0.0 0.0 0.0
C -2.361010 -0.084962 3.868249 0.0 0.0 0.0
C -2.642799 1.107338 3.192520 0.0 0.0 0.0
C -3.759652 1.842032 3.540507 0.0 0.0 0.0
C -4.593059 1.392755 4.560407 0.0 0.0 0.0
C -4.318582 0.208379 5.227597 0.0 0.0 0.0
C -3.202416 -0.538688 4.883626 0.0 0.0 0.0
C -0.736168 -2.485377 4.363601 0.0 0.0 0.0
C -0.410289 -2.392534 5.719549 0.0 0.0 0.0
C -0.265657 -3.547449 6.465424 0.0 0.0 0.0
C -0.448845 -4.788435 5.863473 0.0 0.0 0.0
C -0.772915 -4.879597 4.518245 0.0 0.0 0.0
C -0.918500 -3.727577 3.759314 0.0 0.0 0.0
H 0.604723 0.350571 4.660787 0.0 0.0 0.0
H 0.320842 0.965928 3.032802 0.0 0.0 0.0
H 3.144403 -0.346198 5.695619 0.0 0.0 0.0
H 3.863555 -1.972351 7.399028 0.0 0.0 0.0
H 3.801322 -4.391857 6.903198 0.0 0.0 0.0
H 3.000479 -5.195898 4.711749 0.0 0.0 0.0
H 2.243488 -3.580640 3.002365 0.0 0.0 0.0
H 4.896660 -0.832538 3.179966 0.0 0.0 0.0
H 6.672890 0.834098 2.829245 0.0 0.0 0.0
H 6.084547 3.184082 2.346707 0.0 0.0 0.0
H 3.718523 3.867227 2.174545 0.0 0.0 0.0
H 1.935748 2.221229 2.462598 0.0 0.0 0.0
H -2.007086 1.452839 2.384705 0.0 0.0 0.0
H -3.986899 2.761340 3.018785 0.0 0.0 0.0
H -5.465842 1.971560 4.831323 0.0 0.0 0.0
H -4.975432 -0.137795 6.013472 0.0 0.0 0.0
H -2.994816 -1.468227 5.397347 0.0 0.0 0.0
H -0.277366 -1.427731 6.196483 0.0 0.0 0.0
H -0.015325 -3.483446 7.515649 0.0 0.0 0.0
H -0.340955 -5.689612 6.452634 0.0 0.0 0.0
H -0.916479 -5.847494 4.057630 0.0 0.0 0.0
H -1.166579 -3.797194 2.708380 0.0 0.0 0.0
O 1.266612 -2.909771 -2.599188 0.0 0.0 0.0
C 1.735151 -1.842732 -2.319355 0.1 -0.1 0.0
N 1.491216 -1.174810 -1.079984 0.0 0.0 0.0
C 2.101050 0.096736 -1.077899 0.0 0.0 0.0
O 1.929801 0.876942 -0.168625 0.0 0.0 0.0
C 2.859085 0.209789 -2.339375 0.0 0.0 0.0
C 3.647587 1.237861 -2.816066 0.0 0.0 0.0
C 4.225176 1.061724 -4.069199 0.0 0.0 0.0
C 4.009424 -0.099285 -4.809140 0.0 0.0 0.0
C 3.207393 -1.128406 -4.325213 0.0 0.0 0.0
C 2.641032 -0.947715 -3.080159 0.0 0.0 0.0
H 3.805610 2.139405 -2.240385 0.0 0.0 0.0
H 4.851607 1.840816 -4.481831 0.0 0.0 0.0
H 4.472971 -0.198300 -5.781272 0.0 0.0 0.0
H 3.030874 -2.028782 -4.897271 0.0 0.0 0.0
O -1.669734 -1.048036 -2.698537 0.0 0.0 0.0
C -1.618042 -2.104680 -2.153045 0.0 0.0 0.0
N -1.024178 -2.318795 -0.861666 0.0 -0.1 0.0
C -0.948841 -3.669082 -0.603809 0.0 0.1 0.0
O -0.260837 -3.999309 0.375713 0.0 0.0 0.0
C -1.668934 -4.406010 -1.636813 0.0 0.0 0.0
C -1.919763 -5.754221 -1.800810 0.0 0.0 0.0
C -2.618831 -6.129786 -2.943088 0.0 0.0 0.0
C -3.032463 -5.185013 -3.879184 0.0 0.0 0.0
C -2.763812 -3.827194 -3.713332 0.0 0.0 0.0
C -2.079492 -3.458826 -2.577384 0.0 0.0 0.0
H -1.587727 -6.484702 -1.076174 0.0 0.0 0.0
H -2.842428 -7.174142 -3.111913 0.0 0.0 0.0
H -3.569544 -5.515377 -4.757993 0.0 0.0 0.0
H -3.072870 -3.093578 -4.445113 0.0 0.0 0.0
```
Positions in Å, forces in eV/Å.

Properties
- expectation value of S² = 6.015
- spin multiplicity = 5
- frontier orbital gap (spin up / spin down) (eV) = 8.960 / 6.690
- total charge = +2

---

No. 2
This record from OMol25 describes C4H5BrO2 in the gas phase at a distorted geometry. The level of theory is wB97M-V/def2-TZVPD.

The geometry in XYZ format:
```
12
Properties=species:S:1:pos:R:3:forces:R:3
O -1.708503 0.611020 -1.764834 -2.8 0.3 -2.1
C -0.760045 0.547690 -1.118792 4.2 1.0 2.6
O 0.467889 0.020043 -1.482830 -0.9 -0.6 0.3
C 0.800382 -0.875842 -0.381715 0.3 -0.9 -0.2
C -0.099650 -0.512347 0.847654 0.4 1.6 -0.4
C -0.534146 0.929721 0.360095 -0.1 -1.2 0.9
Br 1.080930 2.006795 0.763276 -0.6 0.3 -0.5
H 0.653229 -1.867094 -0.842139 -0.1 0.1 0.8
H 1.856202 -0.791367 -0.086616 -0.3 0.3 -0.4
H -0.945083 -1.167323 1.094338 0.3 0.1 -0.4
H 0.541715 -0.317287 1.716215 -0.4 -0.7 -0.1
H -1.352918 1.415993 0.895348 0.1 -0.3 -0.3
```
Positions in Å, forces in eV/Å.

Properties
- frontier orbital gap (eV) = 10.845
- structure (SMILES) = O=C1OCC[C@H]1Br
- total charge = 0

---

No. 3
This record from OMol25 describes a gas-phase ion, C3H6BrN2O (charge +1) at a distorted geometry. The level of theory is wB97M-V/def2-TZVPD.

The geometry in XYZ format:
```
13
Properties=species:S:1:pos:R:3:forces:R:3
C 0.211408 -1.257190 0.881503 0.3 3.3 -3.2
N 0.336090 -0.318977 -0.006489 2.6 -1.1 0.3
C 1.653160 0.377474 -0.210592 0.6 -0.1 -1.5
N -0.686878 0.034503 -0.769158 -3.3 1.1 -0.2
C -1.970830 0.324577 0.043810 1.1 2.1 -4.1
O -2.152254 0.154264 1.168198 0.2 -1.0 1.4
Br -3.101551 1.360416 -1.160591 0.4 -0.7 0.6
H -0.665257 -1.743573 0.779041 -2.6 -2.0 0.7
H 1.005680 -1.361635 1.499681 2.0 -0.9 2.0
H 1.712483 0.904931 0.679457 0.7 1.3 1.7
H 1.627097 1.174547 -1.040178 -0.1 -1.7 1.0
H 2.553861 -0.331525 -0.270672 -1.7 0.9 -0.2
H -0.523009 0.682189 -1.594010 -0.2 -1.1 1.6
```
Positions in Å, forces in eV/Å.

Properties
- frontier orbital gap (eV) = 9.940
- structure (SMILES) = C=[N+](C)NC(=O)Br
- total charge = +1

---

No. 4
This record from OMol25 describes a gas-phase ion, C3H2N3O2 (charge +1) at a distorted geometry. The level of theory is wB97M-V/def2-TZVPD.

The geometry in XYZ format:
```
10
Properties=species:S:1:pos:R:3:forces:R:3
O 1.616574 4.314866 -0.424474 0.6 1.4 -0.6
N 1.775996 3.295478 0.045180 -1.2 -1.7 0.9
O 2.314865 2.803269 1.152045 0.0 -0.2 -0.6
C 1.369556 1.967410 0.298021 -4.0 -1.8 0.9
N 1.613285 0.828270 -0.402725 1.8 -0.4 -0.5
C 0.679034 -0.035060 -0.279889 0.2 5.2 2.3
C -0.473205 0.483071 0.567267 0.5 -1.3 -0.9
N -0.295625 1.652417 0.957640 1.6 1.8 0.3
H 0.678153 -0.905588 -0.739419 0.2 -4.1 -2.2
H -1.314696 -0.234666 0.692968 0.2 1.2 0.4
```
Positions in Å, forces in eV/Å.

Properties
- frontier orbital gap (eV) = 8.526
- structure (SMILES) = O=[N+]1OC12N=CC=N2
- total charge = +1

---

No. 5
This record from OMol25 describes 2 unconnected molecules or ions with the total composition C11H15N at a distorted geometry. The level of theory is wB97M-V/def2-TZVPD.

The geometry in XYZ format:
```
27
Properties=species:S:1:pos:R:3:forces:R:3
C -1.175879 2.035855 0.156012 1.1 1.1 -1.3
C -1.380039 0.578197 0.294982 -0.3 -0.4 1.5
C -2.022093 -0.119184 1.329563 1.3 1.5 -2.1
N -1.817771 -1.469797 1.080065 -1.8 0.7 1.6
C -1.091702 -1.658587 -0.036927 1.2 0.9 -0.4
C -0.478057 -2.819807 -0.452835 0.7 -2.3 1.1
C 0.696955 -2.665417 -1.184972 -2.3 0.0 -1.9
C 0.960589 -1.425556 -1.783257 1.5 0.1 0.1
C 0.358869 -0.231841 -1.383365 1.3 -1.0 -1.4
C -0.708901 -0.360798 -0.537929 -1.1 -0.9 1.8
H -2.088155 2.562030 -0.095535 -0.3 0.2 0.4
H -0.522315 2.264015 -0.752421 -0.7 -0.5 1.1
H -0.648386 2.521673 0.995125 -0.5 -0.2 -0.1
H -2.485498 0.407531 2.176585 0.0 -1.1 -0.3
H -2.088525 -2.171124 1.743260 0.0 -0.3 -0.2
H -0.798925 -3.847547 -0.039670 0.6 1.8 -0.6
H 1.148711 -3.497850 -1.704028 0.3 -0.4 0.6
H 1.785563 -1.502142 -2.515892 -0.4 0.8 0.5
H 0.848631 0.696248 -1.669033 -0.6 0.1 -0.1
C 2.828741 2.259440 1.253364 1.0 -0.4 -2.9
C 2.386490 3.562978 0.514111 -0.4 0.0 0.5
H 3.727160 2.427990 1.837389 -0.7 0.2 1.3
H 1.969827 1.671832 1.598902 0.6 0.3 0.7
H 3.381858 1.578577 0.512768 -1.3 0.7 0.4
H 3.057304 3.806896 -0.338282 -0.5 0.2 0.8
H 2.188517 4.405410 1.205658 1.1 -0.1 -0.1
H 1.356511 3.523375 0.167013 0.0 -0.8 -0.7
```
Positions in Å, forces in eV/Å.

Properties
- frontier orbital gap (eV) = 8.626
- structure (SMILES) = Cc1c[nH]c2ccccc12.CC
- total charge = 0

---

No. 6
This record from OMol25 describes C4H9N3S in the gas phase at a distorted geometry. The level of theory is wB97M-V/def2-TZVPD.

The geometry in XYZ format:
```
17
Properties=species:S:1:pos:R:3:forces:R:3
H -2.205847 2.760264 -0.033424 0.6 -0.8 0.1
N -1.314763 2.240250 0.024209 -0.4 1.1 -0.2
C -1.363743 0.979387 -0.097704 0.0 0.8 0.3
N -2.554176 0.269679 -0.234294 -0.2 -1.3 0.0
S -2.746674 -1.430484 -0.046216 0.1 1.0 -2.1
N -0.195406 0.259292 -0.086289 -2.6 -2.7 -0.5
C 1.038159 0.751091 0.005693 1.8 2.4 0.3
C 2.175438 0.082764 -0.022342 0.9 -0.9 0.5
C 2.345057 -1.403734 -0.117811 -1.6 -1.1 0.4
H -3.400100 0.822271 -0.234533 0.3 -0.1 0.1
H -2.679717 -1.556983 1.232032 0.1 0.0 1.9
H -0.289819 -0.744538 -0.234015 -0.1 0.4 0.1
H 1.059965 1.835515 0.113305 0.0 -0.2 0.0
H 3.112130 0.598372 0.142777 -0.2 0.4 -0.2
H 3.033494 -1.803937 0.665006 -0.3 0.3 -0.9
H 2.627089 -1.695915 -1.137451 0.4 -0.1 0.3
H 1.358905 -1.963298 0.061051 1.2 0.7 -0.2
```
Positions in Å, forces in eV/Å.

Properties
- frontier orbital gap (eV) = 8.578
- structure (SMILES) = [H]/N=C(\NS)N/C=C\C
- total charge = 0

---

No. 7
This record from OMol25 describes C20H24N6O2 in the gas phase at a distorted geometry. The level of theory is wB97M-V/def2-TZVPD.

The geometry in XYZ format:
```
52
Properties=species:S:1:pos:R:3:forces:R:3
C 4.321875 2.346934 -0.387803 0.0 -0.1 0.1
C 3.385298 1.705397 0.635359 0.1 0.1 -0.1
C 2.074752 1.360592 -0.004794 -0.1 0.2 0.3
N 2.094960 0.342487 -0.859204 0.1 -0.3 -0.2
C 0.990725 -0.039201 -1.502522 0.1 0.3 -0.1
N 1.076490 -1.039587 -2.393496 0.0 0.2 0.1
C 2.223969 -1.919773 -2.379845 0.5 -0.2 0.0
C 1.785262 -3.369847 -2.128281 -0.4 0.1 0.4
C 0.496392 -3.393185 -1.292675 0.0 0.0 -0.7
C -0.652160 -2.728140 -2.080196 0.3 -0.1 0.2
C -0.105480 -1.616366 -2.987133 -0.5 -0.1 0.0
O 0.122595 -4.728862 -0.977436 -0.1 0.1 -0.2
C 0.163906 -4.895799 0.423505 0.2 0.1 0.4
C 0.089452 -3.459209 0.946556 -0.4 -0.4 0.1
O 0.739781 -2.731544 -0.066419 0.3 0.1 -0.2
C -0.195360 0.688965 -1.241876 0.2 1.0 1.0
N -1.494325 0.646867 -1.644033 -0.2 -0.5 -0.4
N -2.139578 1.566034 -1.045847 -1.0 0.3 0.0
N -1.327558 2.257393 -0.234133 0.9 -0.3 -0.3
C -1.800214 3.330777 0.600098 -0.2 0.2 0.4
C -2.080798 2.828535 1.995199 -0.1 0.1 0.0
C -1.020743 2.526270 2.841393 0.0 0.0 0.0
C -1.264050 2.034011 4.111039 0.0 0.0 0.0
C -2.565481 1.842157 4.544888 0.0 0.0 0.1
C -3.623586 2.137112 3.702614 -0.1 0.0 0.1
C -3.382468 2.624604 2.429446 0.1 0.1 -0.1
C -0.080348 1.740657 -0.310212 0.2 -0.8 -0.7
N 1.033607 2.108501 0.322850 -0.1 0.5 0.3
H 4.473891 1.669663 -1.224280 0.1 0.0 -0.1
H 5.283967 2.568664 0.068022 0.1 0.0 0.0
H 3.892964 3.273056 -0.763839 0.0 0.1 -0.1
H 3.838909 0.789419 1.016385 0.0 0.0 0.1
H 3.200570 2.391930 1.461543 0.0 -0.1 0.0
H 2.749407 -1.847922 -3.338724 0.0 0.0 0.1
H 2.880641 -1.565662 -1.584471 0.0 -0.1 -0.2
H 2.565377 -3.909810 -1.592830 0.0 0.0 0.0
H 1.579432 -3.897936 -3.059354 0.0 0.0 0.0
H -1.158664 -3.495926 -2.663710 0.0 0.0 0.0
H -1.361741 -2.307744 -1.366777 -0.1 0.0 0.0
H 0.182672 -2.020869 -3.961239 0.0 0.1 0.0
H -0.860918 -0.842905 -3.127052 0.1 -0.2 -0.2
H -0.678742 -5.517959 0.726308 0.1 0.0 0.0
H 1.106837 -5.375190 0.718152 -0.1 0.0 0.0
H 0.625256 -3.297200 1.880839 -0.1 0.0 0.0
H -0.954616 -3.133130 1.053114 0.1 0.0 0.0
H -1.022278 4.099542 0.622804 -0.1 -0.1 -0.1
H -2.707684 3.723873 0.136862 0.2 0.0 0.0
H -0.008323 2.668844 2.492374 0.1 0.0 0.0
H -0.436086 1.800567 4.764223 0.1 0.0 0.1
H -2.754555 1.460878 5.537692 0.0 0.0 0.1
H -4.639696 1.984873 4.035772 -0.1 0.0 0.0
H -4.208667 2.847380 1.769911 -0.1 0.0 -0.1
```
Positions in Å, forces in eV/Å.

Properties
- frontier orbital gap (eV) = 9.097
- structure (SMILES) = CCc1nc(N2CCC3(CC2)OCCO3)c2nnn(Cc3ccccc3)c2n1
- total charge = 0

---

No. 8
This record from OMol25 describes C7H8ClN5O in the gas phase at a distorted geometry. The level of theory is wB97M-V/def2-TZVPD.

The geometry in XYZ format:
```
22
Properties=species:S:1:pos:R:3:forces:R:3
C -2.822312 -1.437860 -2.097522 1.1 1.8 -0.1
C -1.893831 0.461226 -1.366498 1.8 -4.2 0.3
C -1.136189 -0.712652 -1.106933 2.2 1.6 1.2
C -1.793699 1.778421 -0.896845 -0.8 2.3 -1.0
C 2.151848 -0.569062 1.744854 2.5 3.6 -2.5
C 0.995037 0.231627 -0.348576 -1.9 0.4 0.0
C 3.009300 -0.052456 2.847746 -2.4 0.0 0.3
N -1.654540 -1.823426 -1.655971 -0.5 0.3 1.0
N -0.941891 2.143325 -0.086622 1.5 0.4 1.4
N -2.941283 -0.047542 -2.038559 -3.1 -0.1 -0.2
N 0.082252 -0.756247 -0.334923 1.0 -1.3 0.9
N 1.909459 0.369697 0.698925 -0.1 2.0 0.3
O 1.779320 -1.670206 1.641812 -1.8 -4.0 0.0
Cl 1.279096 1.036551 -1.850058 0.7 0.0 0.2
H -3.464931 -2.165455 -2.465854 -1.6 -0.4 -1.0
H -2.473127 2.568745 -1.389406 0.3 -0.9 0.6
H 3.884920 0.516318 2.651122 0.2 0.8 -0.5
H 2.135482 0.461917 3.280212 1.0 0.9 1.0
H 3.234191 -0.844186 3.514583 0.2 -0.9 0.5
H -3.791544 0.574656 -2.049511 1.0 -1.6 -0.5
H 0.435663 -1.467286 0.424968 -1.8 0.8 -1.9
H 2.016782 1.403895 0.883055 0.3 -1.7 0.0
```
Positions in Å, forces in eV/Å.

Properties
- frontier orbital gap (spin up / spin down) (eV) = 5.717 / 8.622
- total charge = 0